1.
Entry from OMol25: a single C5H7NO2S2 molecule (ωB97M-V/def2-TZVPD).

frontier orbital gap: 9.2 eV
highest occupied orbital energy: -8.450 eV

Positions of all 17 atoms, in Å:
H: 0.26816 -0.40063 -1.82351
H: -2.98945 -1.82097 0.81494
H: -1.26761 -2.30490 -0.81168
C: -0.73585 1.06054 -0.66814
H: 3.50092 -0.85640 -0.35572
C: -1.34836 -1.25019 -0.50078
O: 0.94402 -0.61611 0.05860
H: -0.15631 1.92082 -0.97947
C: -2.45140 -1.06668 0.27249
S: -3.06474 0.46630 0.68992
O: 1.74315 0.96654 2.00150
S: 2.01764 0.66735 0.57351
H: 4.21553 -0.18732 1.04699
C: -0.21588 -0.33546 -0.78896
H: -2.16294 2.50569 0.04913
N: 3.48599 -0.21051 0.38412
C: -1.78287 1.46195 0.03705


2.
Entry from OMol25: a molecular structure, C34H48LuN3O3P (ωB97M-V/def2-TZVPD).

frontier orbital gap (alpha / beta): 3.3 / 3.6 eV
highest occupied orbital energy (alpha / beta): -0.732 / -1.031 eV
total charge: -1

Positions of all 90 atoms, in Å:
C: 2.12930 4.25005 1.68960
H: -2.95956 -1.06720 -1.45087
H: -0.97067 -0.23014 -4.19196
C: -0.76421 -4.81392 2.93284
C: 2.41152 -2.21272 -0.04487
H: 2.73976 -3.21212 -0.35549
C: -4.38319 -0.34185 3.09517
H: 1.58743 -2.36758 0.66831
C: 1.74892 0.28687 -2.76124
C: 4.51151 4.99118 1.85278
C: 2.36712 -0.06370 -1.52011
H: -2.20402 -6.29540 3.54670
N: -2.90073 -1.53860 1.65873
O: -1.96942 -3.52499 0.23059
H: -0.84215 -6.89481 2.57976
C: -3.01915 -0.53624 0.62034
H: -0.98840 4.17814 1.82108
H: -0.82353 -0.88718 3.40187
H: -4.92334 -0.30379 4.03864
C: -2.32664 -0.78761 -0.57011
C: -3.34947 -4.32323 0.04049
H: -0.03915 -3.34659 -3.24408
C: -3.63601 -1.46327 2.81658
H: -3.57193 -2.31833 3.49124
H: 4.05874 5.55785 -0.77956
H: 1.59466 4.48170 -3.18823
N: 0.00681 3.43874 -1.15912
C: -0.20957 3.41178 1.69728
H: -0.47076 4.73536 -2.84557
H: -4.96952 -4.25902 -1.33975
N: -0.92549 1.59278 -1.93280
C: 2.05317 4.81103 -1.07342
H: 3.01930 0.69063 0.37593
C: 2.07363 1.44311 -3.63030
H: 4.45526 5.84429 2.54633
H: -3.00045 -5.35229 -0.08346
P: -1.69459 -2.66642 1.49045
H: 2.04964 -1.80971 2.70680
H: 4.71846 4.09275 2.45614
C: -3.70584 0.65328 1.01162
H: -4.22035 -2.67964 -1.02563
C: 0.09961 -0.91915 2.82873
H: 3.17527 5.17966 -2.84996
C: -4.38904 0.75069 2.20976
C: 1.00836 -1.81793 -2.19267
H: 1.59503 -1.19207 4.29647
H: 2.54684 1.11356 -4.57044
H: 0.49465 -0.26966 -5.17890
C: 0.83502 -0.74183 -3.11922
H: -0.25324 -1.78701 -4.62927
H: 2.76088 2.13240 -3.13461
C: 1.21979 -1.71117 3.40876
C: -0.27521 2.12934 -0.86241
H: 4.27492 0.72074 -0.87774
H: 1.73576 6.18145 -2.71429
H: -4.91968 1.66990 2.46957
C: 0.97842 3.94806 0.96673
C: -0.01829 -0.75794 -4.33732
H: 5.35836 5.15652 1.17638
H: -2.15836 -6.01431 1.78882
C: -0.53325 3.74203 -2.42114
H: 3.24241 -1.73022 0.48608
H: -3.65603 1.48488 0.30751
H: 0.99086 -3.92329 -1.90092
O: -0.38014 -1.82134 1.40144
C: -4.01541 -3.74492 -1.17022
H: -3.91976 -4.19429 0.97119
H: 0.05040 -4.67288 2.20509
C: 0.97278 4.16476 -0.42485
H: -0.39423 -4.71588 3.96244
C: 2.12302 5.16973 -2.52482
H: -0.66462 2.53699 1.20571
C: 3.25348 4.79235 1.06195
C: 0.30677 -3.12516 -2.22405
H: 1.17779 2.00679 -3.91247
H: 2.94398 1.90344 -0.90321
C: 1.97189 -1.40248 -1.20824
C: -1.09540 2.59713 -2.89522
H: 0.35210 0.02996 2.35154
H: -1.59197 2.41501 -3.83380
Lu: -0.15580 -0.14835 -0.82170
H: 0.10790 3.10722 2.70296
C: 3.18459 5.10812 -0.29633
C: -1.55169 -6.07148 2.69537
C: 3.20019 0.85375 -0.69520
H: 0.88125 -2.70483 3.72438
H: -3.38538 -3.88141 -2.05880
O: -1.72670 -3.55780 2.76211
H: 2.15430 4.01386 2.75993
H: -0.56953 -3.16612 -1.55780


3.
Entry from OMol25: a single C4H3N3 molecule (ωB97M-V/def2-TZVPD).

frontier orbital gap: 10.1 eV
SMILES: N#Cc1ncc[nH]1
highest occupied orbital energy: -9.534 eV

Positions of all 10 atoms, in Å:
H: 1.98157 1.10109 0.84137
H: 1.26163 -1.30990 0.38761
H: -0.14186 2.61397 -0.08036
C: -0.58310 -0.50213 -0.27266
C: -1.29876 -1.72762 -0.46644
N: -1.04273 0.71334 -0.46319
C: 1.03470 0.81097 0.40932
C: -0.03747 1.53803 -0.04311
N: -1.85098 -2.73896 -0.56637
N: 0.67700 -0.49880 0.25384


4.
Entry from OMol25: 19 unconnected molecules or ions with the total composition C75H121N19O25 (ωB97M-V/def2-TZVPD).

frontier orbital gap: 7.9 eV
highest occupied orbital energy: -8.942 eV

Positions of all 240 atoms, in Å:
H: -5.54421 5.53228 2.06150
H: 5.91845 -0.29171 -0.19252
H: -4.61515 -1.19363 -3.59944
H: 3.38238 5.27953 -3.33625
H: 0.22215 2.64004 -2.95845
O: -2.28577 3.71391 -3.95182
C: 4.99066 -1.94235 3.41298
H: -0.99393 0.01796 -0.02534
C: 0.38362 -5.81941 -2.92446
H: 3.18922 -5.45007 -1.12592
H: 1.95649 1.24556 0.69717
H: 0.28539 -7.11350 -4.66465
C: 3.03659 -6.39478 -2.95263
O: 6.07421 -0.02434 5.06782
O: -2.72753 -0.27530 4.23931
H: 6.43317 3.56019 4.21236
H: -2.69599 -10.04884 -0.50558
C: 0.03239 -2.02126 -4.80716
O: 2.24640 -1.75778 -7.52764
H: -3.45234 3.92557 -0.42014
H: -4.50557 -1.37236 2.91543
C: -1.31786 3.89119 3.83697
O: -3.14983 2.62026 3.19600
C: 0.90111 -6.64264 -3.90878
C: 2.96168 1.32019 -5.51346
C: 1.02899 3.12357 6.94789
H: -0.69342 -3.34739 3.11277
H: -2.62304 2.07593 7.34266
H: 2.60879 -7.61116 -4.74303
H: -1.57575 4.91108 -2.47773
C: -6.78739 -5.34407 -1.41847
H: 0.69673 6.37700 4.72764
H: 4.07902 -6.71602 -3.01739
H: 4.25849 0.74284 5.42439
C: 5.42978 3.16132 3.88347
C: -4.46456 -3.31729 1.98795
H: -0.61675 3.12930 -0.85594
H: -5.30184 6.15421 -3.54791
C: 3.09605 5.37302 -2.31161
N: -4.14613 5.46468 0.57596
N: -3.46736 5.45572 -2.98578
O: -1.33600 -4.51907 -2.23926
C: 0.22979 3.96810 7.66824
H: 4.63180 -3.82337 -0.95261
H: -1.54026 0.55765 -3.38386
H: -1.77040 5.81708 4.73910
C: 4.35323 2.23224 1.87216
C: -6.36376 0.05661 0.38138
H: 0.61696 -0.71204 -7.01947
C: 1.24467 2.88076 -4.85317
C: 1.02310 2.23095 -3.57522
C: -2.25404 -9.37232 -1.23794
H: -4.01816 -2.01603 -5.06364
N: 0.08536 1.72882 0.41578
C: 2.64409 0.63838 -4.39145
H: 5.15790 2.34747 4.55654
O: 1.02416 -8.22595 -0.76663
C: 0.94237 3.35154 3.30173
O: -1.83341 -6.33039 -3.38737
H: -5.54987 -3.56651 -2.64351
C: 1.71721 1.06045 -3.43206
O: -0.80814 -1.23239 4.14919
C: -2.34318 -4.49713 2.17067
H: -5.00139 0.94050 -1.80586
H: -7.15342 -0.41557 0.89840
C: 0.08616 -8.87402 -1.16025
H: 3.45855 2.82539 -2.24445
H: -1.49836 -8.48792 1.39116
O: 6.84763 1.80019 0.84787
H: 4.53992 2.74419 -0.89513
H: -6.40725 0.36019 -2.96847
C: -1.58559 2.42945 7.17852
O: 1.71683 3.23332 -0.04774
C: 2.68898 -6.98486 1.36274
N: -2.03396 -1.18057 3.87372
C: -2.84433 0.81513 -5.58633
H: 1.50842 0.33888 -2.62525
C: 2.23681 -6.99066 -3.93101
O: -3.49250 4.49782 4.20854
H: 0.65078 -0.36932 0.48991
C: -0.17836 0.31984 0.66593
C: 4.28998 3.27438 -1.79527
C: 4.65650 -8.11102 1.98935
H: -5.22555 -4.90405 -3.73789
H: -3.01036 -8.59969 -1.31054
O: -0.32684 7.09780 0.01852
H: 1.82091 -7.02766 0.69903
H: 0.36376 -1.90247 -3.79302
O: 2.22875 -4.12467 3.32951
H: 0.60753 4.82551 8.15266
H: -6.32756 1.17025 0.54953
H: -0.77691 2.00341 3.02542
H: -2.79079 0.35890 -6.59487
H: -4.14181 -5.32632 1.23857
H: -2.43837 5.77597 1.75375
N: 5.54444 2.64948 2.51254
O: -4.89405 -7.15975 -0.34134
H: 7.65125 2.70811 2.53057
C: 2.81082 -0.93716 4.04971
O: 1.10041 -4.67832 1.61933
H: 3.66806 3.02644 1.61111
C: -1.79560 -3.38952 2.81545
C: 3.54405 -8.02408 1.12806
C: -6.09680 0.73490 -1.95201
H: 5.71914 -7.32306 3.67142
O: 3.21141 2.69654 6.27745
N: -1.09129 -8.78194 -0.57621
H: 3.30325 -2.95091 0.50958
H: -6.92440 -4.32453 -1.08109
C: -0.04984 8.84608 2.00401
N: -2.77276 3.65203 3.72387
C: -1.36695 -7.90516 0.45676
C: 5.14207 -2.93784 -1.27924
O: -7.73046 -2.20508 -0.63836
H: 0.70576 -4.73379 -1.10677
H: 5.99733 -2.00873 3.93256
H: -1.88189 1.94230 -0.30212
H: 2.03426 5.02327 -2.28029
N: 2.01133 -4.87894 2.39004
H: 1.26516 1.35805 5.71853
C: 3.44777 -1.92782 0.19461
C: 2.31788 7.99540 2.26910
C: 3.91538 -6.17214 3.19580
C: 1.19423 -5.33365 -1.91170
N: 0.99881 -2.29567 -5.80839
N: 4.23259 -0.98524 4.15727
H: -5.45893 -3.24133 1.57207
C: -4.39520 4.35821 -0.10385
H: 4.00041 -5.47837 4.00204
H: -7.39780 -5.69573 -2.23358
H: 0.13131 -9.53607 -2.04680
H: 1.66913 6.43191 0.42951
H: -5.43310 -0.37727 0.76283
N: 1.01688 7.92700 1.65025
O: 2.91290 -1.31333 -3.23297
N: -5.40717 -5.43361 -1.78088
H: 5.40524 -8.92713 1.77492
C: -3.71560 -4.44171 1.69089
H: 2.17003 8.25544 3.30417
H: -0.90325 0.54681 6.04552
H: 3.13574 6.36251 -1.88258
H: 2.78014 -3.24500 -5.46550
H: 1.69098 -4.19064 -6.57361
O: 3.89267 6.08588 0.35888
N: 3.98920 4.68315 -1.42361
C: 1.32464 -1.51925 -6.82525
C: 4.81810 -7.21784 3.01838
O: 4.31231 -0.80735 -4.73748
N: -0.99405 -5.54676 -2.86369
N: -3.08417 -0.18952 -4.51525
C: -0.99419 5.19609 4.36025
C: -7.30242 -1.32021 -1.35348
C: 0.79476 7.12909 0.62879
C: 6.73077 2.39586 1.92632
H: -3.97121 6.95185 -1.55580
H: 3.73749 1.10547 -6.20268
H: -5.09718 7.14397 1.31847
C: 2.86202 -6.01737 2.29389
C: 0.33039 5.43814 4.43397
H: 5.02898 3.20680 -2.55501
H: -3.64856 7.47332 -3.22202
H: 4.65515 1.68003 0.96655
H: -1.90875 1.33513 -5.35846
H: 4.55841 -2.92629 3.41393
H: 3.78205 1.45325 2.38480
C: -2.43424 -0.07014 -3.31470
H: 4.63017 3.94568 3.83617
H: 4.33651 0.22959 -0.97926
C: -2.60418 -2.31042 2.96674
H: 5.24982 -1.67424 2.40437
H: -1.99734 -9.71081 -2.21979
H: -3.94384 -4.21037 -2.84180
H: 5.46472 -0.58559 -1.97862
H: -0.94565 8.31941 1.91039
C: 0.61713 1.96943 6.35036
H: 5.02040 4.35860 0.31259
N: 4.49511 -1.81945 -0.62813
O: 2.73297 -1.02537 0.48076
H: -2.34209 7.09160 -2.17016
H: 2.96707 8.70608 1.75168
C: -5.32405 6.09681 1.13375
H: -0.54718 -7.23976 0.65422
H: -2.14238 5.75076 0.02597
H: 2.33771 4.86578 3.71062
H: 2.67853 7.00625 2.27602
H: -4.53992 5.11637 -4.67930
C: 4.29349 5.10327 -0.16873
H: -0.01306 9.13689 3.04127
C: 5.10352 -0.53851 -0.94116
N: 2.45476 3.53559 6.82663
H: -1.26381 3.17551 0.85688
H: 0.63671 3.71228 -5.15424
H: -0.48006 0.14787 1.67796
H: -5.08415 -0.60047 -5.19141
C: -4.28581 -1.09075 -4.63571
H: -2.20482 -7.28168 0.20750
C: -0.68511 1.53531 6.53612
H: 2.37061 -1.06860 5.08714
H: -1.69699 -5.30527 2.00129
C: 1.31275 4.52965 3.90072
H: -0.67298 -2.78368 -4.74078
C: -3.35891 6.80411 -2.42105
O: 2.80257 4.64359 7.18654
H: -0.08862 9.70879 1.42163
C: 2.53795 -5.61824 -1.94901
C: -2.37766 4.67349 -3.16992
H: -7.49952 -1.41286 -2.45463
H: -3.55263 -6.10626 -1.50625
C: -4.59403 -6.34060 -1.22634
H: 4.86217 -2.89220 -2.35235
C: -2.82339 6.03118 0.81331
C: -3.92924 -2.25789 2.63810
C: 1.77264 -3.51260 -5.69138
H: -1.92715 4.13338 8.14445
H: 1.67565 2.67299 2.91515
H: -6.50800 1.70897 -1.79440
N: 3.35337 -0.57893 -4.06642
C: -0.38781 2.99571 3.33482
H: -6.10072 6.00121 0.38315
H: -2.97138 7.10840 0.67381
C: 2.21284 2.43902 -5.77761
H: -0.46243 -1.07207 -4.97826
H: 3.34035 -8.76831 0.39076
C: -4.98606 -4.47599 -2.75913
C: 1.34570 2.16475 0.37174
H: 6.25880 -2.94456 -1.16044
O: -5.47799 3.92085 -0.44988
C: -4.72211 5.24012 -3.61648
C: -1.13199 3.57743 7.69798
H: 2.39583 -0.02718 3.64044
H: 1.30060 -3.95712 -4.82492
H: -3.64946 1.55171 -5.64564
H: 2.37452 3.02940 -6.66577
H: 2.38946 -1.74797 3.46000
H: -5.18598 4.35576 -3.20754
H: -6.91138 -6.09874 -0.53080
N: -6.54468 -0.23375 -0.99065
O: -2.60517 -0.74177 -2.31692
C: -1.00024 2.55556 -0.00426
C: 4.88138 -0.07997 4.93286


Number 1: E_tot -32551.0690 eV, F_max 2.70 eV/Å. Number 2: E_tot -89555.2473 eV, F_max 4.83 eV/Å. Number 3: E_tot -8666.3944 eV, F_max 1.02 eV/Å. Number 4: E_tot -159218.0873 eV, F_max 3.96 eV/Å.